# 1
A structure of composition C7H18I2LaNO3P2 in a non-equilibrium geometry. Source: the Open Molecules 2025 dataset; level of theory: wB97M-V/def2-TZVPD.

```
34
Properties=species:S:1:pos:R:3:nbo_charge:R:1
I -0.647 2.991 -4.030 0.07
I 3.070 0.248 -1.884 0.20
La 1.104 -0.094 0.193 1.54
P 0.814 2.563 1.047 0.74
C 1.266 4.065 0.152 -0.92
C -0.474 3.229 2.129 -0.92
H -0.021 3.994 2.759 0.26
H 2.157 3.406 2.831 0.28
H -0.847 2.443 2.791 0.27
H 2.013 1.648 2.981 0.26
H 0.420 4.359 -0.487 0.26
H -1.288 3.662 1.532 0.27
C 2.187 2.470 2.270 -0.94
H 1.517 4.849 0.886 0.27
H 3.149 2.361 1.754 0.24
H 2.122 3.833 -0.497 0.25
P -0.629 -2.431 -1.052 0.91
C -0.738 -2.634 -2.868 -0.94
C 0.286 -3.957 -0.581 -0.92
H -2.477 -3.119 0.414 0.28
H -2.551 -3.909 -1.143 0.27
H -3.056 -2.207 -1.011 0.25
C -2.341 -2.958 -0.656 -0.93
H 0.175 -4.111 0.492 0.27
H -0.167 -4.798 -1.116 0.27
H -1.033 -3.669 -3.104 0.27
H 0.256 -2.400 -3.268 0.24
H 1.338 -3.818 -0.861 0.24
H -1.474 -1.915 -3.257 0.25
C -0.951 0.137 -1.079 0.36
O -1.864 0.513 -1.714 -0.37
O -1.057 -2.478 2.218 -0.27
N -0.367 -1.628 1.706 0.24
O 0.107 -0.645 2.453 -0.55
```

As for the charge: +2. As for the total energy: -50802.787 eV. The value obtained for the LUMO energy (spin up / spin down) is -0.4430 / -0.3209 hartree. Its energy relative to the best compared isomer or geometry (same formula, charge and spin) is 1.012 eV. Its orbital gap (spin up / spin down) is 3.43 / 6.70 eV. Its largest force on an atom is 7.2 eV Å⁻¹.

# 2
A structure of composition C7H18N2 in a non-equilibrium geometry. Source: the Open Molecules 2025 dataset; level of theory: wB97M-V/def2-TZVPD.

```
27
Properties=species:S:1:pos:R:3:nbo_charge:R:1
C 0.232 -0.714 -0.097 0.20
C 1.153 0.373 0.222 0.01
C -1.193 0.602 -0.299 -0.21
C -0.125 -1.643 1.044 -0.65
C 1.628 1.331 -0.845 -0.65
C -1.394 1.712 0.716 -0.64
C -2.450 -0.247 -0.399 -0.63
N 0.396 -1.335 -1.330 -0.87
N 2.635 -0.640 0.589 -1.04
H 1.002 0.801 1.206 0.21
H -0.967 1.013 -1.284 0.19
H 1.331 -1.406 -1.706 0.38
H -0.149 -2.171 -1.480 0.38
H 3.257 -0.630 -0.216 0.38
H 2.678 -0.779 1.596 0.39
H -0.359 -1.082 1.945 0.21
H -0.974 -2.274 0.781 0.21
H 0.734 -2.284 1.247 0.23
H 2.552 1.797 -0.508 0.23
H 1.838 0.798 -1.771 0.21
H 0.910 2.123 -1.053 0.22
H -2.306 2.278 0.498 0.21
H -1.484 1.304 1.724 0.20
H -2.340 -1.069 -1.106 0.20
H -2.729 -0.661 0.571 0.20
H -0.585 2.441 0.705 0.20
H -3.291 0.361 -0.748 0.20
```

As for the charge: 0. As for the total energy: -10528.553 eV. The value obtained for the LUMO energy is 0.0359 hartree. Its energy relative to the best compared isomer or geometry (same formula, charge and spin) is 3.057 eV. Its orbital gap is 8.84 eV. Its largest force on an atom is 5.8 eV Å⁻¹.

# 3
The molecule C7H18N2 in a non-equilibrium geometry. Source: the Open Molecules 2025 dataset; level of theory: wB97M-V/def2-TZVPD.

```
27
Properties=species:S:1:pos:R:3:nbo_charge:R:1
C -0.168 0.652 0.246 -0.04
C 1.940 -0.742 -0.585 -0.04
C -1.789 0.530 0.410 -0.21
C 0.346 -0.505 -0.593 -0.42
C 2.823 0.314 0.068 -0.63
C -2.199 -0.578 1.383 -0.61
C -2.539 0.373 -0.914 -0.62
N 0.175 1.935 -0.344 -0.84
N 2.220 -2.053 0.016 -0.84
H 0.260 0.608 1.252 0.19
H 2.229 -0.816 -1.641 0.18
H -2.115 1.476 0.864 0.19
H -0.252 2.045 -1.261 0.35
H -0.164 2.700 0.238 0.36
H 3.210 -2.278 -0.082 0.35
H 2.041 -2.014 1.018 0.34
H -0.119 -1.443 -0.272 0.22
H 0.055 -0.375 -1.644 0.20
H 3.882 0.038 -0.009 0.20
H 2.602 0.436 1.133 0.19
H 2.729 1.280 -0.436 0.23
H -2.257 1.147 -1.633 0.20
H -1.727 -0.432 2.360 0.21
H -3.284 -0.578 1.540 0.21
H -1.924 -1.571 1.014 0.20
H -3.622 0.456 -0.759 0.21
H -2.352 -0.606 -1.370 0.21
```

As for the charge: 0. As for the total energy: -10531.159 eV. The value obtained for the LUMO energy is 0.0393 hartree. Its energy relative to the best compared isomer or geometry (same formula, charge and spin) is 0.451 eV. The SMILES is CC(C)[C@H](N)C[C@@H](C)N. Its orbital gap is 10.01 eV. Its largest force on an atom is 2.3 eV Å⁻¹.

# 4
A cluster of 2 separate species, C7H18N2 in total in a non-equilibrium geometry. Source: the Open Molecules 2025 dataset; level of theory: wB97M-V/def2-TZVPD.

```
27
Properties=species:S:1:pos:R:3:nbo_charge:R:1
C 1.179 1.411 -0.069 0.05
C 1.710 -0.534 -1.638 -0.65
C 1.607 -0.041 -0.234 0.06
N 2.460 2.088 0.019 -0.85
N 0.334 1.692 1.089 -0.84
C 2.208 -0.648 0.806 -0.47
H 0.648 1.753 -0.965 0.18
H 3.005 1.476 0.750 0.38
H 2.323 3.085 0.155 0.38
H -0.525 1.156 1.052 0.36
H 0.810 1.447 1.951 0.35
H 2.229 0.190 -2.264 0.23
H 2.229 -1.489 -1.685 0.22
H 0.710 -0.662 -2.056 0.22
H 2.561 -1.663 0.710 0.20
H 1.991 -0.381 1.830 0.19
C -1.893 -1.255 -0.045 -0.40
C -2.281 -0.211 -1.087 -0.61
C -2.663 -1.069 1.259 -0.60
H -2.094 -2.253 -0.442 0.20
H -0.820 -1.197 0.154 0.20
H -1.739 -0.368 -2.018 0.21
H -2.489 -0.077 1.675 0.19
H -3.734 -1.175 1.089 0.20
H -3.346 -0.264 -1.304 0.20
H -2.062 0.794 -0.730 0.20
H -2.358 -1.807 1.998 0.21
```

As for the charge: 0. As for the total energy: -10530.210 eV. The value obtained for the LUMO energy is 0.0360 hartree. Its energy relative to the best compared isomer or geometry (same formula, charge and spin) is 1.399 eV. The SMILES is C=C(C)C(N)N.CCC. Its orbital gap is 10.15 eV. Its largest force on an atom is 3.2 eV Å⁻¹.

# 5
The ion C7H18N4 with charge +2 in a non-equilibrium geometry. Source: the Open Molecules 2025 dataset; level of theory: wB97M-V/def2-TZVPD.

```
29
Properties=species:S:1:pos:R:3:nbo_charge:R:1
C 0.200 0.169 0.468 0.78
C 0.309 0.398 2.890 -0.06
C 2.115 1.026 1.520 -0.10
C 2.986 -0.164 1.620 -0.66
C -2.580 0.235 -1.824 -0.71
C 0.439 0.519 -1.817 -0.46
C -1.542 -0.625 -1.150 0.11
N 1.230 1.396 2.449 -0.49
N -0.324 -0.106 1.626 -0.64
N -0.317 0.013 -0.755 -0.51
N -1.316 -1.714 -2.120 -0.70
H 0.760 -0.372 3.477 0.23
H -0.537 0.813 3.566 0.24
H 2.312 1.890 0.850 0.21
H 3.995 0.160 1.554 0.27
H 2.573 -0.809 0.807 0.19
H 2.800 -0.612 2.697 0.23
H -3.085 1.089 -1.333 0.30
H -3.538 -0.418 -1.942 0.26
H -2.464 0.513 -2.888 0.26
H 0.132 1.441 -2.195 0.25
H 1.595 0.795 -1.567 0.30
H 0.653 -0.212 -2.700 0.21
H -2.009 -1.162 -0.360 0.23
H 0.627 2.195 2.295 0.40
H -1.324 -0.528 1.939 0.45
H -2.145 -2.180 -2.617 0.49
H -0.812 -2.548 -1.721 0.46
H -0.734 -1.201 -2.766 0.45
```

As for the charge: +2. As for the total energy: -13487.662 eV. As for the multiplicity: 3. The value obtained for the LUMO energy (spin up / spin down) is -0.2589 / -0.3740 hartree. Its energy relative to the best compared isomer or geometry (same formula, charge and spin) is 0.000 eV. Its orbital gap (spin up / spin down) is 5.43 / 7.54 eV. Its largest force on an atom is 6.4 eV Å⁻¹.

# 6
The ion C7H18N4O2 with charge +2 in a non-equilibrium geometry. Source: the Open Molecules 2025 dataset; level of theory: wB97M-V/def2-TZVPD.

```
31
Properties=species:S:1:pos:R:3:nbo_charge:R:1
C -0.314 0.366 -1.202 -0.08
C 0.354 1.535 -1.469 0.51
C 0.477 -0.341 1.208 -0.30
C 0.027 -0.782 -0.371 0.13
C -0.561 0.632 1.795 0.71
C 0.682 -1.561 2.209 -0.61
C 1.249 -1.534 -1.025 -0.61
N -1.506 0.267 -2.083 -0.71
N -1.452 0.348 2.671 -0.70
N 1.538 2.029 -0.902 -0.87
N -1.117 -1.683 -0.232 -0.86
O -0.277 2.414 -2.341 -0.69
O -0.456 1.863 1.393 -0.61
H 1.464 0.208 1.238 0.26
H 0.023 -2.383 2.225 0.23
H 0.487 -1.136 3.103 0.22
H 1.706 -1.843 2.031 0.25
H 0.769 -2.369 -1.521 0.24
H 2.135 -1.796 -0.504 0.25
H 1.583 -0.939 -1.756 0.21
H -2.134 -0.532 -1.786 0.49
H -2.046 1.245 -2.030 0.48
H -1.721 -0.531 2.982 0.44
H -2.134 1.069 3.017 0.46
H 2.390 1.396 -0.805 0.43
H 2.040 2.733 -1.390 0.43
H -1.203 0.204 -3.086 0.46
H -1.619 -1.441 0.652 0.37
H -0.925 -2.677 -0.258 0.42
H 0.175 3.282 -2.481 0.53
H 0.366 1.958 0.716 0.55
```

As for the charge: +2. As for the total energy: -17588.954 eV. The value obtained for the LUMO energy is -0.2411 hartree. Its energy relative to the best compared isomer or geometry (same formula, charge and spin) is 0.042 eV. The SMILES is C[C@H](C(=[NH2+])O)[C@@](C)(N)/C([NH3+])=C(\N)O. Its orbital gap is 9.86 eV. Its largest force on an atom is 4.2 eV Å⁻¹.